The following is a DFT calculation (ωB97M-V/def2-TZVPD) of a structure of composition C18H23BrN6V at a distorted geometry.

Cartesian coordinates (Å):
Br 0.94090 -0.70219 4.12338
V 0.21584 -0.74712 1.85365
N 0.55711 -4.37471 -0.04835
N -0.82508 0.52871 0.99386
N -0.73481 -4.59298 0.36518
N 2.00991 -1.17375 0.83266
N -0.25012 -2.62949 1.18826
N 4.40744 -2.46591 -0.00502
C -0.32046 0.89696 -0.26520
C -2.17712 0.96293 1.48149
C -1.20940 -3.57335 1.11097
C 4.40209 -1.15886 0.43462
C 0.51814 2.03132 -2.72626
C -0.86745 0.46911 -1.50160
C -2.65720 0.10350 2.67685
C -1.37889 0.85696 -3.92731
C 3.21195 -3.05838 -0.05189
C -3.25194 0.96004 0.32638
C 2.07271 -2.48284 0.42308
C 0.77162 -3.15139 0.45267
C -1.89298 2.40003 1.99241
C 1.34110 2.17730 -1.57027
C -0.59684 1.21859 -2.71713
C 0.90017 1.65473 -0.33805
C 3.25449 -0.55573 0.91045
C 2.59835 2.96499 -1.75044
H -2.85764 1.58812 -0.47624
H 3.48566 2.32696 -1.56567
H -2.81233 2.84220 2.42540
H 5.27076 -0.53300 0.29397
H -1.49795 3.08747 1.19880
H -1.57861 -0.37199 -1.42590
H 3.15661 -4.01529 -0.56155
H -1.75226 -0.02788 3.35076
H 3.26475 0.38196 1.38778
H -2.23559 -3.50655 1.45191
H 1.42572 1.85960 0.66070
H -1.37542 1.65929 -4.70730
H 2.67107 3.28307 -2.76886
H -2.88845 -0.84990 2.24070
H -1.16111 -5.51365 0.21581
H -4.23671 1.38924 0.66175
H -3.46642 0.67231 3.13840
H 0.84880 2.51756 -3.58379
H 2.72407 3.83689 -1.07698
H -1.21521 2.38475 2.85651
H -2.39017 0.57235 -3.59087
H -3.37305 -0.07298 -0.00471
H -1.04611 -0.06900 -4.38500

Cartesian forces (eV/Å) of the 6 atoms listed first:
0.09 0.15 -0.20
-0.78 1.02 0.22
-1.20 1.62 1.13
0.00 -2.02 0.57
0.29 0.27 0.49
3.03 -1.32 0.64

Calculated values
Relative energy (zero: lowest compared OMol25 entry of this formula, charge and spin) = 33.2 kJ/mol
HOMO-LUMO gap (alpha / beta) = 6.425 / 6.651 eV
Multiplicity = 3
Expectation value of S² = 2.03
Net charge = +1
E = -123704.9589 eV
HOMO energy (alpha / beta) = -11.00 / -11.21 eV